Entry from OMol25: a cluster of 2 separate species, C5H15N2 in total at a distorted geometry (ωB97M-V/def2-TZVPD).

Cartesian coordinates (Å):
N1 0.274 -1.859 -0.876
C1 -0.866 -0.965 -1.123
C2 -2.077 -1.716 -1.611
C3 -1.093 -0.094 0.184
N2 0.099 0.294 0.830
C4 -0.130 1.065 1.941
C5 2.924 1.878 0.111
H1 2.296 1.216 0.720
H2 0.978 -1.419 -0.258
H3 0.030 -2.669 -0.278
H4 -0.486 -0.250 -1.857
H5 -2.851 -1.047 -1.988
H6 -2.539 -2.293 -0.806
H7 -1.825 -2.407 -2.409
H8 -1.669 -0.716 0.908
H9 -1.755 0.757 -0.033
H10 -0.630 2.033 1.674
H11 0.781 1.408 2.441
H12 -0.756 0.654 2.765
H13 3.952 1.625 0.353
H14 2.683 1.578 -0.908
H15 2.659 2.926 0.221

The net charge is +2. Its energy relative to the best compared isomer or geometry (same formula, charge and spin) is 647.8 kJ/mol. As for the spin multiplicity: 2.

Mulliken population analysis, charges in e, atoms 1 to 2: -0.0936, 0.2609

Entry from OMol25: a cluster of 3 separate species, C5H15N2O in total (ωB97M-V/def2-TZVPD).

Cartesian coordinates (Å):
C1 1.640 2.286 -0.831
C2 1.109 1.719 0.447
C3 -0.199 1.722 0.831
C4 -1.240 2.299 0.112
N1 -0.391 -3.106 1.801
C5 -0.470 -2.289 0.598
N2 0.485 -2.546 -0.440
H1 1.917 1.543 -1.576
H2 2.548 2.845 -0.577
H3 0.976 3.016 -1.287
H4 1.857 1.272 1.087
H5 0.218 -2.785 2.537
H6 -0.383 -1.237 0.858
H7 -0.396 1.337 1.828
H8 -1.012 3.096 -0.584
H9 -2.275 2.189 0.384
H10 -0.206 -4.074 1.579
H11 -1.483 -2.372 0.199
H12 0.405 -3.250 -1.148
H13 1.401 -2.156 -0.327
H14 -1.920 0.020 -2.487
H15 -1.175 0.662 -1.302
O1 -1.405 -0.190 -1.703

The net charge is 0. Its energy relative to the best compared isomer or geometry (same formula, charge and spin) is 41.9 kJ/mol. As for the spin multiplicity: 2.

Mulliken population analysis, charges in e, atoms 1 to 2: -1.0772, 0.0300

Entry from OMol25: an isolated molecule of C5H15N2O at a distorted geometry (ωB97M-V/def2-TZVPD).

Cartesian coordinates (Å):
N1 -2.108 -0.001 -0.067
C1 -0.647 0.095 0.295
C2 -0.341 -0.482 1.680
C3 1.010 0.016 2.202
O1 2.041 -0.393 1.291
C4 0.116 -0.620 -0.836
N2 -0.257 -0.030 -2.121
C5 0.435 1.252 -2.370
H1 -2.139 0.256 -1.066
H2 -2.824 0.462 0.544
H3 -2.374 -1.020 -0.027
H4 -0.345 1.126 0.350
H5 -1.067 -0.100 2.411
H6 -0.412 -1.551 1.707
H7 1.204 -0.408 3.171
H8 0.952 1.108 2.201
H9 2.856 -0.020 1.523
H10 1.180 -0.574 -0.721
H11 -0.222 -1.647 -0.840
H12 0.023 -0.667 -2.863
H13 1.399 1.071 -2.857
H14 -0.243 1.864 -2.947
H15 0.476 1.815 -1.432

The net charge is 0. Its energy relative to the best compared isomer or geometry (same formula, charge and spin) is 180.4 kJ/mol. As for the spin multiplicity: 2.

Mulliken population analysis, charges in e, atoms 1 to 2: -0.7663, -1.6690